Computed, not measured: C39H108Li2N8O20 as an isolated structure in a non-equilibrium geometry, with ωB97M-V/def2-TZVPD.

## Properties
- HOMO energy: -5.183 eV
- E_LUMO: -1.6 eV
- Gap between HOMO and LUMO: 3.62 eV
- Total energy: -95459.1713 eV

Each line ends with the Mulliken charge.
Atoms and positions in Å:
Li1 4.02 -0.95 -2.44  0.754
Li2 0.61 -0.38 -6.27  0.801
O1 1.29 -0.08 -2.91  -0.809
C1 0.45 -0.23 -1.75  -0.473
C2 0.67 -1.48 -0.74  -0.153
O2 1.94 -1.88 -0.35  -0.845
H1 -0.64 -0.25 -1.88  0.140
H2 0.49 0.70 -1.18  0.193
H3 0.43 -2.28 -1.45  -0.011
H4 -0.15 -1.55 -0.02  0.297
C3 -0.65 -8.42 -3.12  0.664
O3 -1.37 -8.74 -4.02  -0.670
N1 -0.80 -7.43 -2.31  -0.288
N2 0.47 -9.03 -2.85  -0.327
H5 -1.38 -6.62 -2.49  0.195
H6 -0.03 -7.24 -1.68  0.112
H7 0.99 -8.52 -2.14  0.110
H8 0.75 -9.87 -3.34  0.191
C4 -1.85 -7.43 2.84  -0.647
O4 -0.70 -7.65 3.56  -0.320
C5 0.38 -6.64 3.41  -0.493
C6 1.72 -7.19 4.00  -0.814
N3 2.13 -8.50 3.43  -0.317
C7 3.50 -8.82 3.84  -0.564
C8 4.06 -9.97 3.04  -0.653
O5 4.10 -9.60 1.70  -0.214
C9 4.65 -10.55 0.86  -0.791
H9 -1.69 -7.52 1.76  0.214
H10 -2.37 -6.52 3.15  0.269
H11 -2.54 -8.26 3.02  0.264
H12 0.16 -5.83 4.09  0.311
H13 0.45 -6.33 2.37  0.400
H14 1.57 -7.35 5.06  0.394
H15 2.50 -6.45 3.80  0.412
H16 2.13 -8.20 2.46  0.246
H17 3.49 -8.96 4.92  0.406
H18 4.19 -8.02 3.57  0.301
H19 3.36 -10.79 3.08  0.377
H20 5.02 -10.14 3.53  0.377
H21 5.68 -10.82 1.07  0.306
H22 4.61 -10.17 -0.16  0.226
H23 4.05 -11.45 0.91  0.315
C10 -7.31 4.92 4.31  -0.760
O6 -5.90 4.65 4.40  -0.292
C11 -5.25 4.39 3.17  -0.619
C12 -3.80 4.24 3.60  -0.434
N4 -3.00 5.44 3.18  -0.424
C13 -1.60 5.12 3.03  -0.847
C14 -0.90 4.74 4.43  -0.400
O7 -1.31 5.74 5.38  -0.330
C15 -0.34 5.85 6.45  -0.751
H24 -7.73 4.85 5.32  0.245
H25 -7.74 4.13 3.71  0.314
H26 -7.61 5.87 3.88  0.281
H27 -5.50 5.20 2.49  0.349
H28 -5.56 3.47 2.66  0.331
H29 -3.33 3.43 3.04  0.420
H30 -3.70 3.89 4.63  0.280
H31 -2.94 6.09 3.95  0.330
H32 -1.18 6.03 2.61  0.330
H33 -1.35 4.28 2.37  0.387
H34 0.17 4.62 4.32  0.509
H35 -1.25 3.73 4.64  0.222
H36 0.63 6.06 6.01  0.315
H37 -0.26 4.88 6.94  0.285
H38 -0.49 6.65 7.18  0.255
C16 -3.44 -3.34 -2.60  -0.760
O8 -2.84 -3.88 -3.75  -0.237
C17 -3.27 -3.38 -5.00  -0.785
C18 -2.32 -3.68 -6.18  -0.616
N5 -0.98 -3.17 -5.84  -0.202
C19 0.01 -4.01 -6.58  -0.904
C20 1.43 -3.52 -6.66  -0.510
O9 1.51 -2.22 -7.21  -0.262
C21 2.88 -1.84 -7.36  -0.907
H39 -4.53 -3.43 -2.67  0.350
H40 -3.19 -2.28 -2.54  0.276
H41 -3.06 -3.82 -1.70  0.208
H42 -3.52 -2.32 -4.98  0.449
H43 -4.23 -3.84 -5.22  0.408
H44 -2.73 -3.22 -7.08  0.347
H45 -2.32 -4.76 -6.36  0.375
H46 -0.99 -3.37 -4.85  0.228
H47 -0.44 -4.02 -7.58  0.396
H48 -0.10 -5.02 -6.20  0.465
H49 2.01 -4.19 -7.29  0.348
H50 1.91 -3.46 -5.68  0.403
H51 3.44 -1.84 -6.42  0.347
H52 2.92 -0.86 -7.84  0.350
H53 3.35 -2.45 -8.12  0.324
C22 0.68 10.03 -1.13  -0.762
O10 1.83 9.24 -1.14  -0.310
C23 1.48 7.91 -1.55  -0.598
C24 2.72 6.98 -1.51  -0.501
N6 3.08 6.52 -0.16  -0.364
C25 3.73 5.15 -0.15  -0.849
C26 5.17 5.10 -0.72  -0.342
O11 6.02 6.02 -0.05  -0.359
C27 7.40 6.08 -0.48  -0.756
H54 0.17 10.17 -2.08  0.314
H55 0.90 11.04 -0.79  0.270
H56 -0.13 9.63 -0.52  0.299
H57 1.12 7.96 -2.58  0.344
H58 0.66 7.58 -0.91  0.317
H59 3.59 7.47 -1.95  0.321
H60 2.45 6.09 -2.08  0.368
H61 3.81 7.14 0.14  0.251
H62 3.10 4.44 -0.69  0.410
H63 3.71 4.91 0.91  0.321
H64 5.21 5.29 -1.79  0.310
H65 5.63 4.14 -0.48  0.471
H66 7.43 6.67 -1.39  0.300
H67 7.82 5.11 -0.75  0.283
H68 8.06 6.64 0.18  0.268
C28 -2.11 -1.43 5.85  -0.773
O12 -1.43 -1.56 7.01  -0.263
C29 -1.27 -0.41 7.83  -0.770
C30 -0.14 -0.72 8.80  -0.540
N7 1.20 -0.38 8.28  -0.287
C31 2.10 -0.01 9.39  -0.729
C32 2.22 -1.16 10.43  -0.363
O13 3.39 -1.95 10.29  -0.353
C33 3.31 -3.27 9.89  -0.658
H69 -2.33 -2.44 5.51  0.245
H70 -1.58 -0.97 5.02  0.252
H71 -3.08 -0.96 6.05  0.329
H72 -2.20 -0.40 8.40  0.361
H73 -1.19 0.54 7.31  0.363
H74 -0.25 -1.69 9.29  0.275
H75 -0.43 -0.14 9.68  0.483
H76 1.59 -1.10 7.69  0.237
H77 1.76 0.88 9.93  0.370
H78 3.09 0.28 9.03  0.373
H79 1.36 -1.81 10.62  0.355
H80 2.47 -0.65 11.36  0.285
H81 4.31 -3.57 9.57  0.241
H82 2.56 -3.42 9.12  0.284
H83 2.98 -3.92 10.70  0.278
C34 -5.09 7.70 -9.33  -0.863
O14 -5.26 6.40 -8.82  -0.274
C35 -4.75 5.35 -9.59  -0.548
C36 -5.38 4.08 -8.95  -0.773
N8 -4.69 3.93 -7.66  -0.353
C37 -5.32 3.12 -6.72  -0.606
C38 -4.68 3.37 -5.34  -0.691
O15 -4.86 4.76 -4.95  -0.331
C39 -4.22 5.16 -3.72  -0.750
H84 -5.76 8.37 -8.80  0.294
H85 -5.57 7.79 -10.30  0.330
H86 -4.10 8.17 -9.36  0.305
H87 -3.68 5.21 -9.68  0.289
H88 -5.18 5.46 -10.59  0.486
H89 -5.30 3.21 -9.60  0.411
H90 -6.46 4.19 -8.89  0.363
H91 -4.60 4.82 -7.19  0.335
H92 -5.18 2.07 -6.99  0.344
H93 -6.34 3.45 -6.53  0.371
H94 -3.64 3.03 -5.43  0.315
H95 -5.11 2.76 -4.55  0.513
H96 -4.65 6.13 -3.50  0.244
H97 -3.15 5.31 -3.82  0.291
H98 -4.48 4.53 -2.87  0.300
O16 6.08 1.05 -3.61  -0.596
H99 5.61 1.83 -3.91  0.322
H100 6.95 1.37 -3.39  0.294
O17 2.80 -6.19 -0.32  -0.579
H101 3.71 -6.24 -0.03  0.269
H102 2.59 -5.26 -0.29  0.317
O18 1.60 -1.78 4.10  -0.612
H103 0.73 -1.57 4.42  0.288
H104 1.53 -1.75 3.15  0.325
O19 5.26 -3.46 2.71  -0.645
H105 4.69 -3.36 1.95  0.322
H106 4.72 -3.17 3.45  0.318
O20 3.46 3.46 -4.85  -0.596
H107 2.97 2.68 -4.58  0.321
H108 2.83 3.98 -5.36  0.276